Density functional theory data (ωB97M-V/def2-TZVPD) for 3 unconnected molecules or ions with the total composition C3H13N2O3 in a non-equilibrium geometry.

As for the total charge: +1. As for the calculated total energy: -12439.2185 eV. The relative energy (zero: lowest compared OMol25 entry of this formula, charge and spin) is 0.453 eV. The spin multiplicity is 1.

Structure (XYZ):
```
21
C3H13N2O3 ωB97M-V/def2-TZVPD
C 1.15991 -0.15027 1.03583
C -0.10270 -0.04772 1.92646
C -1.29605 -0.83878 1.33872
N -2.42573 -0.91318 2.08060
O -1.22628 -1.48065 0.29443
N 0.90523 0.10834 -0.37893
H 1.64967 -1.11472 1.20666
H 1.93196 0.47824 1.49930
H 0.21311 -0.25601 2.95270
H -0.45370 0.98258 2.06827
H -2.65389 -0.24425 2.80079
H -3.27170 -1.14603 1.58016
H 0.51355 1.03214 -0.57479
H 0.11971 -0.55063 -0.66294
H 1.76217 -0.05167 -0.88843
H 0.13784 -0.95947 -3.25761
H 1.49893 -0.63387 -3.48603
O 0.74690 -0.24869 -2.98976
H 0.89165 2.74325 -2.69952
H 1.43722 3.46691 -1.38978
O 1.31570 2.62049 -1.84710
```